# 1
Here is a 2-piece molecular cluster, C3H9NO3 overall at a distorted geometry from the Open Molecules 2025 dataset. Energies are from wB97M-V/def2-TZVPD.

Values from the calculation:
ΔE to the lowest compared entry with this formula, charge and spin, kJ/mol: 303.08
E, eV: -10887.440
SMILES: O=CCNCO.O

Structure (ORCA input):
```
! RIJCOSX wB97M-V def2-TZVPD def2/J DEFGRID3
* xyz 0 1
H 0.00 1.09 -0.83
N -0.49 0.89 1.06
H 0.69 1.64 2.46
H 2.18 -1.63 -1.32
O -2.62 -0.33 -1.45
H 2.67 1.53 1.13
H 0.73 2.59 0.97
O 1.89 0.84 1.00
C 0.66 1.61 1.36
H 0.27 -0.58 -0.26
O 1.57 -2.37 -1.27
H 2.01 -3.25 -1.18
H -1.85 -1.39 0.23
H -0.64 0.26 1.84
C -0.46 0.32 -0.22
C -1.75 -0.52 -0.59
*
```

Results of the natural (NBO) charge analysis, in e, for atoms 1 through 2: number 1, H, carries 0.215; number 2, N, carries -0.618

***

# 2
Here is a 2-piece molecular cluster, C3H9NO3 overall from the Open Molecules 2025 dataset. Energies are from wB97M-V/def2-TZVPD.

Values from the calculation:
ΔE to the lowest compared entry with this formula, charge and spin, kJ/mol: 195.95
E, eV: -10888.551
SMILES: N[C@H](C=O)CO.O

Structure (ORCA input):
```
! RIJCOSX wB97M-V def2-TZVPD def2/J DEFGRID3
* xyz 0 1
O -0.66 -1.52 3.17
H -1.61 0.91 0.88
H 2.29 0.30 -1.57
H 1.92 0.96 0.61
H 0.69 -1.33 -0.37
H 0.32 1.55 -1.20
O -2.14 0.55 -1.01
H 0.70 1.85 1.12
O 1.82 -0.48 -1.87
C 0.58 -0.57 -1.15
H -0.17 -0.84 -1.88
H -0.44 -1.87 2.29
H 0.13 -1.60 3.70
N 0.91 0.92 0.77
C 0.19 0.73 -0.48
C -1.30 0.74 -0.17
*
```

Results of the natural (NBO) charge analysis, in e, for atoms 1 through 2: number 1, O, carries -0.940; number 2, H, carries 0.126

***

# 3
Here is a 2-piece molecular cluster, C3H9NO3 overall at a distorted geometry from the Open Molecules 2025 dataset. Energies are from wB97M-V/def2-TZVPD.

Values from the calculation:
ΔE to the lowest compared entry with this formula, charge and spin, kJ/mol: 91.48
E, eV: -10889.633
SMILES: CCNC(=O)O.O

Structure (ORCA input):
```
! RIJCOSX wB97M-V def2-TZVPD def2/J DEFGRID3
* xyz 0 1
C -0.01 2.10 -0.82
H -2.39 -1.94 -1.46
H 1.04 0.31 -0.04
O 1.90 -2.33 2.23
C 0.25 1.00 0.21
H 0.68 2.00 -1.67
C -0.84 -1.02 -0.46
O 0.16 -1.53 -0.91
H -1.85 0.42 0.55
H 0.27 3.11 -0.49
O -2.05 -1.60 -0.66
H 1.60 -2.51 1.32
N -0.93 0.11 0.27
H -1.01 2.14 -1.23
H 2.55 -1.67 2.04
H 0.61 1.43 1.14
*
```

Results of the natural (NBO) charge analysis, in e, for atoms 1 through 2: number 1, C, carries -0.639; number 2, H, carries 0.517

***

# 4
Here is a 2-piece molecular cluster, C3H9NO3PS overall at a distorted geometry from the Open Molecules 2025 dataset. Energies are from wB97M-V/def2-TZVPD.

Values from the calculation:
ΔE to the lowest compared entry with this formula, charge and spin, kJ/mol: 126.79
E, eV: -31016.483

Structure (ORCA input):
```
! RIJCOSX wB97M-V def2-TZVPD def2/J DEFGRID3
* xyz -1 1
C -0.40 -1.81 1.83
H 0.05 0.83 2.04
C 0.91 0.24 1.59
O -0.63 1.53 -3.05
P -1.48 0.73 -1.70
O -0.53 -0.37 -1.40
H 1.55 -0.15 2.36
H -2.46 -0.77 -3.09
H -0.22 -0.74 -0.14
H -1.22 2.04 -3.46
H 2.57 1.50 1.20
C 1.96 0.89 0.64
H 2.42 0.15 0.00
H -0.94 -2.67 1.36
N 0.17 -0.94 1.04
H 1.47 1.47 -0.15
O -2.74 -0.03 -2.62
S -0.47 -1.89 3.55
*
```

Results of the natural (NBO) charge analysis, in e, for atoms 1 through 2: number 1, C, carries -0.004; number 2, H, carries 0.208

***

no.,HOMO (eV)
1,-9.154
2,-10.076
3,-10.096
4,-4.480